Computed, not measured: 2 unconnected molecules or ions with the total composition C6H12N2O at a distorted geometry, with ωB97M-V/def2-TZVPD.

## Properties
Highest occupied orbital energy (spin up / spin down), eV: -7.18 / -7.18
Orbital gap (spin up / spin down), eV: 7.7 / 7.7
Energy relative to the best compared isomer or geometry (same formula, charge and spin), kJ/mol: 594.8
Multiplicity: 1

Last columns: bonded neighbours and bond lengths (Å).
Cartesian coordinates (Å):
1 C -1.078 -0.290 -0.124  C2 1.527, N3 1.449, H6 1.088
2 C -1.035 0.058 -1.611  C1 1.527, H9 1.096, H10 1.092, H11 1.094
3 N -1.316 -1.710 0.033  C1 1.449, H7 1.013, H8 1.014
4 C -0.361 0.411 1.798  C5 1.254, O16 1.376
5 C -1.020 1.026 2.670  C4 1.254, H12 1.075
6 H -1.958 0.226 0.254  C1 1.088
7 H -0.522 -2.273 -0.248  N3 1.013
8 H -1.565 -1.946 0.987  N3 1.014
9 H -1.923 -0.334 -2.120  C2 1.096
10 H -1.033 1.141 -1.748  C2 1.092
11 H -0.159 -0.352 -2.122  C2 1.094
12 H -1.980 1.509 2.709  C5 1.075
13 C 1.434 1.371 -0.248  C14 1.503, H19 1.098, H20 1.090, H21 1.088
14 C 1.066 0.003 0.253  C13 1.503, N15 1.363, O16 1.377
15 N 1.766 -1.045 -0.267  C14 1.363, H17 1.008, H18 1.009
16 O 0.890 -0.132 1.613  C4 1.376, C14 1.377
17 H 2.471 -0.891 -0.972  N15 1.008
18 H 1.700 -1.924 0.225  N15 1.009
19 H 2.434 1.629 0.126  C13 1.098
20 H 1.454 1.410 -1.338  C13 1.090
21 H 0.735 2.114 0.130  C13 1.088

The molecule's Löwdin atomic charges, reported in e, are given here: -0.324 -0.118 0.025 -0.289 0.107 0.106 0.056 0.074 0.072 0.068 0.060 0.022 -0.014 -0.488 0.168 -0.018 0.113 0.110 0.096 0.083 0.091

Computed, not measured: 2 unconnected molecules or ions with the total composition C5H11Cl2NSi at a distorted geometry, with ωB97M-V/def2-TZVPD.

## Properties
Highest occupied orbital energy, eV: -7.95
Orbital gap, eV: 7.8
Energy relative to the best compared isomer or geometry (same formula, charge and spin), kJ/mol: 47.9
Multiplicity: 1

Last columns: bonded neighbours and bond lengths (Å).
Cartesian coordinates (Å):
1 C 0.506 -0.383 -1.979  C2 1.506, N6 1.453, H10 1.138, H11 1.068
2 C 0.033 -0.632 -0.571  C1 1.506, C5 1.534, N6 1.422, H12 1.190
3 C -0.992 0.056 1.649  C5 1.625, H13 1.024, H14 1.112, H15 1.084
4 C 1.317 0.863 0.911  C5 1.496, H16 1.032, H17 1.101, H18 1.072
5 C -0.057 0.541 0.412  C2 1.534, C3 1.625, C4 1.496, H19 1.060
6 N -0.865 -0.751 -1.668  C1 1.453, C2 1.422
7 Si -1.592 -3.181 -2.310  Cl8 1.947, Cl9 2.042, H20 1.469
8 Cl -0.210 -4.007 -1.216  Si7 1.947
9 Cl -3.364 -3.295 -1.302  Si7 2.042
10 H 0.847 0.702 -2.007  C1 1.138
11 H 1.261 -1.100 -2.215  C1 1.068
12 H 0.282 -1.685 -0.074  C2 1.190
13 H -0.324 -0.094 2.412  C3 1.024
14 H -1.203 -0.980 1.305  C3 1.112
15 H -1.782 0.783 1.798  C3 1.084
16 H 1.617 0.434 1.800  C4 1.032
17 H 1.402 1.938 1.134  C4 1.101
18 H 2.081 0.651 0.190  C4 1.072
19 H -0.552 1.297 -0.142  C5 1.060
20 H -1.723 -3.262 -3.771  Si7 1.469

The molecule's Löwdin atomic charges, reported in e, are given here: -0.227 -0.470 -0.018 -0.084 -0.356 -0.073 -0.103 0.361 0.247 0.119 0.069 0.117 0.020 0.071 0.072 0.044 0.090 0.070 0.115 -0.064

Computed, not measured: a single C19H24N4O6S molecule at a distorted geometry, with ωB97M-V/def2-TZVPD.

## Properties
Highest occupied orbital energy, eV: -8.37
Orbital gap, eV: 7.9
Energy relative to the best compared isomer or geometry (same formula, charge and spin), kJ/mol: 559.7
Multiplicity: 1

Last columns: bonded neighbours and bond lengths (Å).
Cartesian coordinates (Å):
1 C -2.415 2.066 -2.972  H2 1.095, O3 1.410, H53 1.094, H54 1.089
2 H -1.865 2.996 -3.149  C1 1.095
3 O -2.067 1.073 -3.911  C1 1.410, C4 1.356
4 C -0.810 0.566 -3.882  O3 1.356, C5 1.392, C9 1.399
5 C 0.232 1.067 -3.108  C4 1.392, C6 1.385, H52 1.078
6 C 1.471 0.448 -3.131  C5 1.385, C7 1.388, H51 1.082
7 C 1.694 -0.668 -3.926  C6 1.388, C8 1.393, N12 1.409
8 C 0.660 -1.153 -4.723  C7 1.393, C9 1.377, H11 1.077
9 C -0.574 -0.543 -4.700  C4 1.399, C8 1.377, H10 1.078
10 H -1.388 -0.914 -5.301  C9 1.078
11 H 0.837 -2.028 -5.327  C8 1.077
12 N 2.913 -1.372 -3.888  C7 1.409, S13 1.687, H50 1.010
13 S 2.834 -2.870 -3.116  N12 1.687, O14 1.431, O15 1.426, C16 1.788
14 O 4.188 -3.262 -2.866  S13 1.431
15 O 1.976 -3.731 -3.863  S13 1.426
16 C 2.046 -2.398 -1.582  S13 1.788, C17 1.375, C43 1.389
17 C 0.688 -2.183 -1.570  C16 1.375, C18 1.391, H49 1.079
18 C 0.101 -1.537 -0.486  C17 1.391, C19 1.418, N46 1.432
19 C 0.849 -1.194 0.669  C18 1.418, N20 1.353, C42 1.414
20 N 0.263 -0.719 1.792  C19 1.353, C21 1.445, C26 1.447
21 C 0.964 0.042 2.801  N20 1.445, H22 1.088, C23 1.530, H41 1.097
22 H 1.918 0.396 2.415  C21 1.088
23 C 0.111 1.256 3.176  C21 1.530, N24 1.451, H39 1.090, H40 1.106
24 N -1.178 0.824 3.685  C23 1.451, C25 1.453, C31 1.450
25 C -1.882 0.088 2.649  N24 1.453, C26 1.526, H29 1.092, H30 1.102
26 C -1.042 -1.128 2.268  N20 1.447, C25 1.526, H27 1.088, H28 1.099
27 H -1.559 -1.744 1.535  C26 1.088
28 H -0.890 -1.732 3.173  C26 1.099
29 H -2.842 -0.251 3.044  C25 1.092
30 H -2.063 0.703 1.753  C25 1.102
31 C -1.966 1.918 4.219  N24 1.450, H32 1.092, C33 1.534, H38 1.107
32 H -2.957 1.522 4.450  C31 1.092
33 C -1.365 2.481 5.512  C31 1.534, O34 1.408, H36 1.091, H37 1.098
34 O -0.306 3.388 5.311  C33 1.408, H35 0.964
35 H -0.635 4.146 4.814  O34 0.964
36 H -0.946 1.662 6.100  C33 1.091
37 H -2.163 2.961 6.095  C33 1.098
38 H -2.088 2.736 3.484  C31 1.107
39 H 0.623 1.827 3.951  C23 1.090
40 H -0.008 1.895 2.282  C23 1.106
41 H 1.133 -0.572 3.694  C21 1.097
42 C 2.243 -1.420 0.599  C19 1.414, C43 1.374, H45 1.077
43 C 2.826 -1.981 -0.511  C16 1.389, C42 1.374, H44 1.079
44 H 3.892 -2.143 -0.562  C43 1.079
45 H 2.862 -1.168 1.444  C42 1.077
46 N -1.233 -1.065 -0.708  C18 1.432, O47 1.220, O48 1.211
47 O -1.491 0.069 -0.339  N46 1.220
48 O -2.002 -1.773 -1.320  N46 1.211
49 H 0.082 -2.468 -2.415  C17 1.079
50 H 3.685 -0.842 -3.510  N12 1.010
51 H 2.271 0.836 -2.515  C6 1.082
52 H 0.089 1.925 -2.470  C5 1.078
53 H -2.239 1.722 -1.948  C1 1.094
54 H -3.479 2.245 -3.116  C1 1.089

The molecule's Löwdin atomic charges, reported in e, are given here: -0.079 0.095 -0.075 -0.281 -0.016 -0.025 -0.344 -0.027 0.017 0.124 0.116 -0.056 0.662 -0.288 -0.265 -0.268 0.018 -0.078 -0.137 -0.078 -0.124 0.118 -0.158 -0.174 -0.169 -0.117 0.123 0.136 0.127 0.114 -0.186 0.121 -0.248 -0.082 0.091 0.125 0.115 0.129 0.114 0.138 0.136 0.014 -0.041 0.118 0.108 -0.351 0.056 0.108 0.128 0.115 0.121 0.108 0.074 0.096

Computed, not measured: a single C2H3N3O molecule, with ωB97M-V/def2-TZVPD.

## Properties
Highest occupied orbital energy, eV: -9.07
Orbital gap, eV: 9.3
Energy relative to the best compared isomer or geometry (same formula, charge and spin), kJ/mol: 638.0
Multiplicity: 1

Last columns: bonded neighbours and bond lengths (Å).
Cartesian coordinates (Å):
1 O 1.959 0.280 -0.398  C2 1.557, C3 1.625, H7 0.973
2 C 0.447 -0.016 -0.168  O1 1.557, C3 1.351, N6 1.260
3 C 0.818 1.188 0.321  O1 1.625, C2 1.351, H8 1.082
4 N -2.034 -0.319 0.116  N5 1.244, H9 1.028
5 N -1.369 -1.363 -0.011  N4 1.244, N6 1.395
6 N -0.044 -1.154 -0.394  C2 1.260, N5 1.395
7 H 2.467 -0.094 0.343  O1 0.973
8 H 0.718 2.117 -0.225  C3 1.082
9 H -2.963 -0.638 0.416  N4 1.028

The molecule's Löwdin atomic charges, reported in e, are given here: 0.011 -0.352 0.077 0.053 -0.095 0.043 0.129 0.076 0.056